[1]
Density functional theory data (ωB97M-V/def2-TZVPD) for a cluster of 6 separate species, C57H62N2O21P in total at a distorted geometry.

```
143
C57H62N2O21P ωB97M-V/def2-TZVPD
C 5.920 -2.572 -4.374
C 4.981 -0.829 3.295
C -5.472 1.422 -4.219
H 2.175 -0.490 -0.397
H 6.961 -3.855 -7.009
C 3.186 -3.999 5.119
O 6.980 -3.092 -6.397
H 3.557 4.376 4.896
O 5.738 -5.413 -6.504
C 0.908 1.269 4.078
H 1.365 0.015 5.838
C -12.695 5.210 -2.792
H 6.180 0.682 2.303
C 4.347 1.186 0.053
H 6.173 -5.471 3.333
C 3.030 1.353 5.530
O 0.267 -1.737 -4.276
O -5.090 0.460 -5.045
C 4.584 -5.152 -4.466
C 6.155 -3.394 -5.408
H 4.831 -3.179 6.189
H 3.838 5.234 3.345
H 0.803 0.490 1.528
O -2.733 -4.522 -6.578
H 2.611 -1.589 5.409
H 0.384 0.800 -1.325
H 3.542 -0.448 1.268
C 4.289 -2.931 5.276
H -3.495 5.453 -0.381
O 3.538 -4.651 -2.435
H 5.021 -2.972 4.474
C -3.443 3.246 2.345
P 5.102 3.145 3.548
O 5.622 3.545 2.042
C -6.545 3.534 -2.658
H 5.166 -0.679 0.650
C -11.250 5.194 -2.682
H -10.911 3.024 0.030
C -10.618 4.348 -1.608
H -1.770 -6.096 -7.471
O -0.905 4.907 -0.504
H 4.606 -1.687 2.725
C -1.794 4.425 0.361
C 3.518 -5.107 4.099
H 2.681 -3.516 1.908
C 3.702 -1.518 5.480
O -0.053 3.186 1.305
H 4.482 -0.268 -1.482
C -11.353 3.633 -0.745
C 3.664 4.272 3.817
C 4.131 -0.524 4.462
O -10.503 5.822 -3.412
C -0.455 -1.266 1.617
H -1.690 -2.977 2.002
C 5.119 0.466 2.416
H 3.446 1.680 2.672
O -7.149 1.933 -5.758
H 1.630 1.554 3.318
C -7.161 3.281 -3.823
H 2.205 -3.585 4.876
O -9.290 4.373 -1.591
H 1.634 -5.422 -6.588
H 2.302 -0.582 -2.140
C 4.355 -4.332 -3.435
C -1.338 -3.048 -5.378
O -5.189 4.444 1.356
H -15.030 3.867 -1.237
O -4.322 2.784 3.217
H 3.064 -4.483 6.090
O 2.197 -3.300 -5.128
C -3.087 4.763 0.342
C -2.145 2.903 2.361
H -8.026 3.835 -4.163
H 3.161 2.429 5.574
H -6.312 4.437 -1.057
H 1.515 1.867 -0.488
H 4.673 -2.989 0.151
H 2.567 -5.516 3.750
H 5.980 -1.184 3.572
C 2.408 0.097 -1.291
C -6.664 2.223 -4.682
H -0.683 -0.591 5.383
H -5.181 3.186 2.977
C -13.431 4.493 -1.930
O -4.836 3.066 -1.150
C 0.800 -4.804 -6.286
C -1.183 -2.120 2.427
H -2.172 -2.437 -5.065
C -1.620 -4.208 -6.207
O -13.544 3.058 -0.090
C 1.382 1.240 -1.371
C 1.078 -3.636 -5.480
H 3.644 1.958 0.390
H 1.531 1.777 -2.305
C -4.000 4.195 1.315
C 5.004 -2.980 -3.334
H 3.554 -3.894 -1.821
H 4.001 1.320 -2.106
C 4.330 1.453 3.292
H -3.998 1.113 -2.717
C -0.074 -2.776 -5.033
H 3.428 0.970 6.472
C 4.739 -3.582 1.052
C 0.220 -0.179 2.152
C -0.607 -0.775 4.316
H 1.240 -1.781 -4.191
C 4.486 0.067 1.073
C 3.854 0.608 -1.292
C -5.339 2.748 -2.214
H 6.392 -1.604 -4.282
C 5.536 -4.871 2.705
H -13.137 5.807 -3.576
H 5.320 1.632 -0.164
H -1.826 -2.534 4.445
C 3.713 -3.830 1.932
C -0.466 -5.083 -6.633
N 4.221 -4.601 2.939
H -5.705 0.497 -5.805
H 6.884 -4.242 1.100
H -9.034 4.977 -2.314
O -14.755 4.455 -1.967
H 2.747 3.798 3.448
O 4.720 -2.287 -2.367
H 3.894 -1.159 6.494
C -1.244 3.457 1.373
H 0.191 2.090 4.143
C 1.536 1.020 5.460
C 5.899 -4.232 1.537
H -1.740 2.219 3.091
C -12.801 3.664 -0.839
H 4.033 -5.946 4.560
H -0.374 -1.434 0.549
C -1.264 -1.880 3.792
H 4.118 -6.124 -4.550
C 0.150 0.076 3.523
H -0.051 4.498 -0.273
C 5.485 -4.740 -5.523
H 4.860 3.659 1.454
N 3.820 0.734 4.457
O -0.799 -6.132 -7.366
H 1.044 1.682 6.176
C -4.854 1.678 -3.057
O -6.937 4.477 -1.811
```

Output
Total charge   +1
LUMO   -3.22 eV
DFT total energy   -4239.8993 a.u.

***

[2]
Density functional theory data (ωB97M-V/def2-TZVPD) for a structure of composition C57H63BrFInN2O4P4 at a distorted geometry.

```
133
C57H63BrFInN2O4P4 ωB97M-V/def2-TZVPD
C -2.906 2.357 -3.809
H -2.296 -2.046 1.863
C 3.683 -2.998 4.263
C -4.575 -4.230 -0.364
O 0.298 -1.118 0.385
H 4.580 0.589 2.084
H -4.002 3.713 -6.714
O -0.043 -1.071 1.859
H -1.779 4.833 -6.565
H 2.949 1.468 5.418
H -1.030 -3.226 2.632
C -3.458 -2.145 -0.866
C -3.823 -3.802 -2.600
H 4.330 0.603 3.840
H -3.727 -4.107 -3.636
C -1.624 2.890 -3.770
H -1.669 3.597 -0.340
C -1.038 4.405 -0.694
C 4.660 -0.092 -2.139
H 3.916 2.036 2.848
C 2.777 0.901 -5.424
H 4.853 0.698 -2.868
C 0.753 0.725 -4.145
C -1.066 5.635 -0.057
C -6.863 0.639 -0.903
C 1.471 -4.931 -0.346
C -2.762 -0.788 3.534
C 2.400 -2.679 -1.007
C -3.732 2.614 -4.902
C -4.440 -4.642 -1.682
H 2.145 -1.642 -1.223
H 1.458 -0.795 -5.482
C -0.042 0.196 4.210
H -7.789 0.355 -0.420
H -4.223 -2.688 1.071
H 0.440 2.838 4.676
H -3.232 0.698 5.010
H 4.435 2.194 0.435
O 2.649 0.732 -1.153
C -3.024 -0.129 1.219
H -2.501 -1.546 4.264
H 4.759 -2.415 6.033
H 5.606 -0.588 -1.894
C 2.539 -1.495 2.941
H 1.300 5.095 -3.050
C 0.618 6.441 -1.561
P -0.387 2.462 -2.428
C 2.138 2.663 -3.908
H 1.858 -5.320 -1.294
H 1.278 7.230 -1.900
H 0.104 -0.874 4.389
H 4.645 2.526 -1.285
C 1.643 0.185 -5.058
C -4.091 -2.991 0.041
H -4.812 -5.610 -1.992
C 4.458 -3.254 5.418
C -0.228 6.655 -0.483
H -0.239 -2.227 -1.695
H -7.775 2.059 -2.230
In 1.422 1.513 0.233
H 0.368 -3.666 -2.522
N 2.365 -3.840 2.458
H -1.729 5.792 0.785
H -5.070 -4.871 0.355
C -3.333 -2.571 -2.192
H 2.389 -0.200 5.598
H -0.639 0.319 3.305
C -0.180 4.172 -1.774
H 3.284 -6.197 3.156
H 4.659 -6.626 5.178
C 3.936 0.946 2.888
H -2.855 -1.913 -2.913
Br 2.286 3.807 0.856
H 2.207 -5.111 0.429
H 1.894 3.019 3.683
H -5.649 -0.631 0.311
C -6.852 1.585 -1.917
P -2.854 -0.410 -0.593
C 4.382 -5.616 4.907
F -0.449 1.637 0.815
C 0.029 -3.275 -1.558
H -0.224 7.608 0.032
C 0.988 2.428 3.821
C 1.163 -3.439 -0.526
H 0.359 2.543 2.935
H -0.395 -4.617 1.714
P 2.242 0.321 2.586
H 5.855 1.553 -0.411
C -5.661 0.077 -0.508
H 0.569 -5.498 -0.103
O -3.232 1.545 -2.743
C -3.168 0.469 3.954
N 3.360 -1.723 3.930
H 5.360 -4.746 6.629
C 0.636 5.214 -2.208
C -3.333 3.504 -5.887
H -1.595 -3.523 0.971
H 1.410 1.131 6.219
H -0.868 -3.826 -1.267
H -0.133 0.163 -3.856
H -4.668 2.101 -5.024
C -2.671 -1.078 2.177
C -1.240 3.771 -4.778
C 3.627 -5.391 3.793
C 2.071 0.820 5.403
H 3.990 -0.814 -2.602
C -3.464 1.444 3.007
C 4.786 1.771 -0.505
C 1.986 -2.615 2.209
H 2.782 -3.134 -1.926
C 1.288 0.949 4.095
C -0.742 -3.584 1.649
C 4.787 -4.539 5.734
H -0.609 0.612 5.050
C -4.460 0.398 -1.132
C 3.024 2.133 -4.838
H 2.390 3.597 -3.429
H 3.918 2.687 -5.100
C -4.472 1.317 -2.186
C 3.234 -4.069 3.477
C 0.973 1.981 -3.576
H -3.754 2.437 3.326
H 3.204 -2.693 -0.266
C -2.090 4.117 -5.815
H -5.704 2.728 -3.274
C -3.391 1.147 1.655
H -3.621 1.917 0.926
C 4.026 0.507 -0.886
H 3.477 0.488 -6.139
C -5.668 1.941 -2.545
H -0.245 4.194 -4.750
P 0.588 -2.559 1.013
H 4.139 -0.218 -0.061
```

Output
LUMO   -0.81 eV
DFT total energy   -6849.7391 a.u.

***

[3]
Density functional theory data (ωB97M-V/def2-TZVPD) for a structure of composition C57H71F5I5NO7PS at a distorted geometry.

```
148
C57H71F5I5NO7PS ωB97M-V/def2-TZVPD
H 0.756 -2.648 -0.049
I -3.070 -3.221 0.221
H 4.021 9.993 3.143
O 2.333 -0.180 5.124
C -2.207 -5.579 -4.430
H 1.961 -0.303 2.660
H -0.173 3.627 1.182
H 1.285 -5.948 -3.293
C -1.935 1.104 -6.165
H 4.568 0.942 1.370
H 0.964 3.432 4.607
H -7.512 -6.625 -4.875
C -0.697 -0.921 -6.553
O -0.570 3.818 3.322
H 3.074 7.695 3.047
C -2.251 -6.887 -4.894
C 3.380 -6.244 -2.930
H -2.502 -4.764 -5.078
H 3.803 0.901 6.121
H -0.796 1.552 1.185
C 4.481 -7.061 -3.155
F -0.982 -6.111 -1.071
C 0.835 3.404 0.855
C -6.482 -3.111 -6.091
C 0.251 -0.363 1.392
C 0.605 0.832 3.697
H -2.397 2.007 -6.541
H -3.448 1.607 3.703
F 1.496 6.830 1.185
H -6.171 -2.132 -6.433
S 3.073 2.286 3.476
C 3.036 10.633 1.348
H -0.376 -3.904 -0.396
C -0.063 -3.212 0.381
H 2.185 -4.149 4.641
H 3.405 -2.007 6.084
C 2.009 -7.728 -4.233
H 2.950 2.603 4.769
H 1.371 1.578 5.613
H -5.299 -6.278 -5.939
C -0.061 3.878 -4.089
H -1.332 1.792 3.177
H -1.123 -8.476 -2.116
C -1.386 -0.338 -4.349
H 1.536 4.158 1.190
C 0.237 5.014 -0.872
N 1.235 2.028 1.427
P 2.777 1.706 0.576
C 0.899 -1.857 3.456
H -3.701 5.576 2.076
I -2.914 0.096 1.191
H 5.444 -6.799 -2.739
H 5.192 -8.870 -4.092
C -2.341 5.321 3.784
H 0.969 -4.739 3.473
C -3.253 1.002 4.581
H 5.666 -0.092 5.641
H 5.075 -1.431 4.689
H 0.089 2.920 -1.187
F -4.420 -4.000 -6.806
H 1.111 5.661 -0.844
C -1.084 -1.023 1.086
O -0.458 5.167 -2.093
H 0.008 2.963 -3.506
H -1.752 -4.305 -2.750
C 2.007 8.090 1.240
H -1.905 -8.953 -4.427
H 0.552 3.840 -4.978
H -3.270 3.907 2.383
C -1.933 0.225 4.465
C -0.738 -1.212 -5.198
H -0.426 5.256 4.823
C 0.155 1.096 0.936
H 3.442 11.635 1.391
H 1.021 8.679 -0.561
C 1.256 2.102 2.966
C 1.898 -4.190 3.593
C -5.630 -4.187 -6.236
H -3.146 1.713 5.397
H 6.025 -1.787 6.118
C -1.435 -7.676 -2.774
H 1.057 -8.002 -4.667
C -1.402 -6.371 -2.328
O 2.333 1.097 -0.816
C 1.674 8.985 0.246
O 3.570 2.918 0.392
C -1.868 -7.934 -4.066
H -0.386 5.856 3.137
C 3.361 9.712 2.334
C 5.285 -1.108 5.708
C -2.897 4.927 2.410
F -1.433 -0.619 -3.028
C -8.098 -4.571 -5.070
H -0.822 1.944 4.793
C -1.785 -5.317 -3.135
C -1.211 -2.287 0.656
H -0.201 -1.600 -7.233
C 0.778 3.576 -0.659
H -2.762 4.633 4.519
H -2.115 5.010 1.654
H 3.486 -5.346 -2.336
H 2.484 0.219 7.155
C 1.773 -2.793 3.041
C 0.385 4.999 -3.192
H -2.584 -7.092 -5.903
C -0.882 1.217 3.980
H -1.108 4.056 -4.320
C -0.835 5.123 3.819
H -2.097 -0.653 3.855
H 0.162 1.046 -0.147
C 0.774 3.459 3.530
H 1.937 10.988 -0.459
C -1.989 0.816 -4.808
C 2.192 10.270 0.308
H -2.607 6.330 4.082
H -1.257 0.462 -8.094
H 2.667 -4.758 3.080
C 4.349 -8.216 -3.911
C 2.839 8.427 2.285
C 3.113 -8.530 -4.441
H -1.719 -0.053 5.490
C -7.226 -5.641 -5.219
H 4.175 -1.340 7.573
C 3.975 -1.189 6.518
C -1.292 0.236 -7.037
H -2.492 1.474 -4.112
C -7.725 -3.309 -5.508
H -0.274 -2.105 -4.799
C 1.172 0.633 5.101
I 3.242 -2.516 1.545
H 1.419 4.273 3.200
I -0.258 -2.556 5.093
H -9.066 -4.721 -4.613
C 2.145 -6.580 -3.469
H 3.127 0.751 -1.244
O 3.688 0.582 1.195
H 0.218 -3.828 1.227
O 1.335 5.724 -3.384
H 1.734 3.545 -1.169
H 0.977 -0.834 0.731
C 3.118 0.064 6.280
C 0.889 -0.454 2.823
H -8.403 -2.474 -5.396
H -0.372 5.327 -0.029
I -4.870 -0.282 5.073
F 2.981 -9.647 -5.178
C -5.986 -5.452 -5.809
H 0.410 0.140 5.703
```

Output
Total charge   +1
LUMO   -2.39 eV
DFT total energy   -5523.0647 a.u.